Here is HO2P in the gas phase from OMol25. Energies are from ωB97M-V/def2-TZVPD.

```
! RIJCOSX wB97M-V def2-TZVPD def2/J DEFGRID3
* xyz 0 1
O 1.530 0.879 -0.030
P 0.074 -0.105 -0.092
O -0.739 -1.571 -0.027
H -0.864 0.798 0.149
*
```

**Highest occupied orbital energy**: -11.845 eV
**SMILES**: O=[PH]=O
**Calculated total energy**: -13396.902 eV
**Lowest unoccupied orbital energy**: -2.2 eV
**F_max**: 8.7 eV/Å
**Gap between HOMO and LUMO**: 9.6318 eV
**Energy above the lowest of the compared OMol25 structures with the same formula, charge and spin**: 76.4 kcal per mole

Here is a molecular structure, C13H12INO5Pd from OMol25. Energies are from ωB97M-V/def2-TZVPD.

```
! RIJCOSX wB97M-V def2-TZVPD def2/J DEFGRID3
* xyz 2 1
Pd 0.852 0.918 0.974
O -0.845 4.707 -0.037
C -0.105 3.884 0.231
O 0.675 3.052 0.528
C -1.261 1.910 -1.788
C 0.075 1.302 -2.159
C -0.224 0.366 -3.356
C -1.036 -0.771 -2.675
C -1.074 -0.289 -1.209
O 0.240 0.324 -1.096
C -1.967 0.937 -1.194
C -2.221 1.606 1.903
O -3.219 2.143 1.779
O -1.194 1.052 2.046
H -1.728 2.719 -2.334
H 0.961 1.925 -2.226
H 0.707 -0.003 -3.778
H -0.772 0.886 -4.138
H -0.514 -1.723 -2.740
H -2.035 -0.899 -3.083
H -1.187 -1.046 -0.438
H -3.046 0.898 -1.273
I -0.307 -3.647 4.472
C 0.910 -2.647 3.132
C 2.162 -3.136 2.765
C 2.949 -2.433 1.865
C 2.467 -1.252 1.340
N 1.267 -0.794 1.721
C 0.477 -1.452 2.580
H 2.520 -4.070 3.178
H 3.922 -2.794 1.563
H 3.027 -0.661 0.621
H -0.476 -1.009 2.827
*
```

**Highest occupied orbital energy (alpha / beta)**: -15.398 / -15.398 eV
**Calculated total energy**: -36965.847 eV
**Lowest unoccupied orbital energy (alpha / beta)**: -10.1 / -10.1 eV
**F_max**: 1.1 eV/Å
**Gap between HOMO and LUMO (alpha / beta)**: 5.3392 / 5.3368 eV
**Energy above the lowest of the compared OMol25 structures with the same formula, charge and spin**: 11.2 kcal per mole

Here is a molecular structure, C2H6N2O2 from OMol25. Energies are from ωB97M-V/def2-TZVPD.

```
! RIJCOSX wB97M-V def2-TZVPD def2/J DEFGRID3
* xyz 0 1
C -0.065 0.548 0.187
C -0.090 1.270 -1.133
N -0.871 -0.508 0.299
O -0.986 -0.888 1.645
N 1.146 -1.610 -0.128
O 1.313 -2.250 0.834
H -1.370 -1.774 1.592
H 0.047 1.170 1.079
H 1.178 -0.330 0.010
H -1.008 1.853 -1.231
H 0.745 1.968 -1.202
H -0.038 0.551 -1.951
*
```

**Highest occupied orbital energy (alpha / beta)**: -8.202 / -8.203 eV
**Calculated total energy**: -9240.444 eV
**Lowest unoccupied orbital energy (alpha / beta)**: 0.0 / 0.0 eV
**F_max**: 2.8 eV/Å
**Gap between HOMO and LUMO (alpha / beta)**: 8.1885 / 8.1873 eV
**Energy above the lowest of the compared OMol25 structures with the same formula, charge and spin**: 158.5 kcal per mole